Below is a 7-piece molecular cluster, C22H61N3O10 overall in a non-equilibrium geometry, with properties calculated with the ωB97M-V functional and the def2-TZVPD basis.

Properties
* ΔE to the lowest compared entry with this formula, charge and spin: 51.8 kcal per mole
* LUMO energy: 0.30 eV
* frontier orbital gap: 0.3275 hartree
* calculated total energy: -1791.1715 Ha
* SMILES string: COCCNCCOC.COCCNCCOC.COCCNCCOC.CO.CO.CO.CO
* total charge: 0
* highest occupied orbital energy: -8.61 eV

Each line ends with the Mulliken charge.
Positions of all 96 atoms, in Å:
C 2.46 -3.41 1.88  -0.725
O 3.39 -2.37 2.15  -0.301
C 2.77 -1.10 2.28  -0.544
C 3.85 -0.05 2.41  -0.647
N 4.38 -0.07 3.78  -0.336
C 5.51 0.89 3.95  -0.754
C 6.08 0.76 5.36  -0.558
O 6.50 -0.54 5.65  -0.289
C 7.16 -0.75 6.86  -0.738
H 1.86 -3.47 2.79  0.315
H 2.99 -4.35 1.71  0.244
H 1.74 -3.27 1.07  0.274
H 2.03 -1.01 3.07  0.356
H 2.39 -0.86 1.28  0.395
H 3.48 0.94 2.16  0.368
H 4.71 -0.26 1.77  0.352
H 4.65 -1.01 4.05  0.277
H 5.11 1.89 3.78  0.351
H 6.34 0.80 3.25  0.376
H 5.27 1.10 6.00  0.309
H 6.92 1.44 5.52  0.433
H 6.54 -0.46 7.70  0.312
H 8.08 -0.17 6.88  0.285
H 7.35 -1.81 7.05  0.242
C -1.35 4.72 0.87  -0.667
O -1.46 5.91 1.71  -0.344
C -1.81 5.62 3.11  -0.549
C -1.39 6.71 4.12  -0.706
N 0.06 6.75 4.39  -0.374
C 0.32 7.76 5.40  -0.492
C 1.82 7.51 5.75  -0.585
O 1.91 6.30 6.50  -0.310
C 2.91 6.17 7.51  -0.732
H -1.12 5.12 -0.12  0.238
H -2.26 4.12 0.84  0.273
H -0.48 4.18 1.24  0.296
H -1.23 4.75 3.41  0.289
H -2.86 5.35 3.13  0.370
H -1.90 6.53 5.06  0.408
H -1.67 7.73 3.86  0.394
H 0.36 5.84 4.71  0.272
H -0.41 7.53 6.17  0.355
H 0.27 8.76 4.97  0.286
H 2.16 8.40 6.29  0.440
H 2.49 7.46 4.90  0.325
H 2.61 6.74 8.38  0.283
H 3.83 6.59 7.11  0.306
H 3.06 5.14 7.82  0.225
C 3.20 -3.22 -4.25  -0.759
O 2.35 -2.76 -5.31  -0.304
C 1.06 -3.27 -5.30  -0.496
C 0.30 -2.77 -6.58  -0.623
N -1.04 -3.26 -6.53  -0.363
C -1.81 -2.96 -7.76  -0.607
C -3.32 -2.93 -7.39  -0.629
O -3.60 -1.94 -6.39  -0.210
C -5.01 -1.93 -5.95  -0.796
H 3.12 -4.29 -4.05  0.322
H 3.09 -2.75 -3.28  0.273
H 4.22 -3.12 -4.63  0.275
H 0.54 -2.96 -4.39  0.313
H 1.04 -4.36 -5.31  0.332
H 0.93 -3.00 -7.44  0.377
H 0.27 -1.68 -6.51  0.300
H -1.51 -2.87 -5.73  0.282
H -1.47 -3.70 -8.49  0.369
H -1.55 -2.01 -8.21  0.318
H -3.70 -3.87 -7.01  0.358
H -3.95 -2.66 -8.24  0.411
H -5.17 -1.01 -5.39  0.232
H -5.33 -2.77 -5.34  0.255
H -5.71 -1.86 -6.78  0.377
C -4.88 -6.19 2.90  -0.510
O -5.87 -5.14 2.99  -0.498
H -4.66 -6.49 3.93  0.264
H -5.29 -7.07 2.40  0.219
H -3.97 -5.91 2.39  0.228
H -5.40 -4.40 3.39  0.296
C -2.56 2.74 -7.12  -0.529
O -3.16 2.10 -6.01  -0.459
H -2.07 3.65 -6.77  0.225
H -1.86 2.08 -7.63  0.228
H -3.28 3.04 -7.88  0.263
H -3.70 1.38 -6.34  0.269
C -4.59 -6.34 -3.20  -0.431
O -4.65 -7.63 -3.84  -0.520
H -5.29 -5.68 -3.72  0.200
H -4.84 -6.55 -2.15  0.209
H -3.56 -6.00 -3.23  0.236
H -3.99 -7.60 -4.54  0.304
C -3.28 -1.24 -1.22  -0.574
O -2.30 -1.00 -2.20  -0.468
H -3.28 -2.32 -1.08  0.192
H -2.87 -0.90 -0.27  0.255
H -4.29 -0.90 -1.45  0.296
H -2.70 -0.26 -2.66  0.295

***

Below is the molecule C25H28N6O3 in a non-equilibrium geometry, with properties calculated with the ωB97M-V functional and the def2-TZVPD basis.

Properties
* ΔE to the lowest compared entry with this formula, charge and spin: 63.1 kcal per mole
* LUMO energy: 0.12 eV
* frontier orbital gap: 0.3123 hartree
* calculated total energy: -1523.7214 Ha
* SMILES string: COc1ccc2cc([C@@H](c3nnnn3CCc3ccccc3)N3CCC(O)CC3)c(=O)[nH]c2c1
* total charge: 0
* highest occupied orbital energy: -8.38 eV

Each line ends with the Mulliken charge.
Positions of all 62 atoms, in Å:
C -5.16 1.77 5.08  -0.811
H -4.65 0.95 5.59  0.322
O -4.25 2.76 4.64  -0.455
C -3.29 2.41 3.75  0.744
C -3.13 1.15 3.21  -0.094
C -2.10 0.91 2.30  -0.505
N -1.92 -0.33 1.75  0.008
C -0.93 -0.67 0.85  0.068
O -0.90 -1.81 0.40  -0.718
C -0.01 0.40 0.51  -0.083
C -0.17 1.64 1.01  0.508
C -1.22 1.95 1.92  -0.260
C -1.41 3.22 2.48  -0.753
C -2.42 3.45 3.37  -0.814
H -2.58 4.42 3.81  0.448
H -0.74 4.02 2.19  0.513
H 0.49 2.44 0.70  0.628
C 1.15 0.00 -0.39  0.241
C 1.28 0.97 -1.51  -1.170
N 1.58 2.25 -1.46  -0.088
N 1.54 2.70 -2.70  -0.814
N 1.23 1.78 -3.51  -0.484
N 1.06 0.66 -2.81  1.088
C 0.66 -0.58 -3.42  -0.911
H 0.91 -0.51 -4.48  0.373
H 1.23 -1.40 -2.97  0.371
C -0.84 -0.84 -3.23  0.055
C -1.18 -2.23 -3.67  -0.086
C -1.24 -3.26 -2.74  -0.049
C -1.51 -4.56 -3.15  -0.731
C -1.70 -4.84 -4.49  -0.409
C -1.64 -3.82 -5.42  -0.597
C -1.38 -2.52 -5.02  -0.435
H -1.33 -1.73 -5.75  0.413
H -1.80 -4.03 -6.47  0.375
H -1.91 -5.85 -4.80  0.376
H -1.56 -5.35 -2.41  0.408
H -1.10 -3.04 -1.69  0.464
H -1.41 -0.10 -3.81  0.493
H -1.10 -0.72 -2.18  -0.086
N 2.42 -0.18 0.31  0.205
C 2.39 -1.31 1.22  -0.514
C 3.82 -1.67 1.61  -0.880
C 4.50 -0.48 2.29  -0.115
C 4.41 0.73 1.35  -1.067
C 2.95 0.99 0.98  -0.437
H 2.89 1.84 0.29  0.523
H 2.38 1.23 1.89  0.224
H 4.83 1.61 1.83  0.348
H 4.98 0.52 0.44  0.360
O 5.83 -0.76 2.66  -0.566
H 6.34 -0.95 1.87  0.358
H 3.99 -0.25 3.23  0.314
H 3.82 -2.53 2.28  0.343
H 4.38 -1.94 0.71  0.352
H 1.92 -2.16 0.72  0.329
H 1.81 -1.09 2.13  0.326
H 0.90 -0.98 -0.81  1.089
H -2.57 -1.07 2.00  0.265
H -3.78 0.33 3.48  0.443
H -5.76 1.38 4.25  0.318
H -5.82 2.28 5.78  0.241